(1)
C23H46FN2O11P2S3 | the ωB97M-V functional and the def2-TZVPD basis

```
88
Properties=species:S:1:pos:R:3
S -0.9200 0.9754 -2.3703
S -7.4036 -1.2791 -5.4077
S -6.2227 0.5427 -3.2531
P 8.9005 4.5407 5.3653
P 4.3969 -0.7207 2.0740
F -1.6494 -3.1725 -6.8670
O 9.7472 3.2870 6.2044
O 9.9860 4.4601 4.1309
O 3.9616 -2.1851 1.9329
O 5.2225 -0.7825 0.5549
O 0.5958 1.3416 -2.6167
O -1.4667 2.1599 -1.4820
O 3.5712 -0.6590 3.5930
O -9.8601 -2.5822 -0.7149
O 5.8473 -0.7126 2.8518
O 7.7825 3.5360 5.0577
O 8.0537 5.7944 4.5261
N -8.2699 -1.5232 -2.6786
N -2.7961 -2.3712 -2.1253
C -4.2870 0.6378 -1.1660
C -2.3725 -1.3575 -1.0436
C -0.3081 -1.9065 -2.3111
C 0.8345 -3.7022 -0.0852
C -7.4149 -0.8670 -3.7418
C -1.7133 0.9098 -4.0671
C -1.7723 -2.4679 -4.4561
C -5.9044 0.3975 -1.3754
C -1.5523 -2.8670 -2.8814
C 11.3117 4.8701 4.3744
C 4.5363 -1.3838 -0.5282
C 0.4596 -2.8901 -1.1981
C -9.8472 -3.4379 -1.9423
C 10.4158 3.7081 7.3777
C -10.3208 -1.2140 -1.1136
C -3.5371 -0.5069 -0.2636
C 6.2299 0.4511 3.5475
C -0.9407 -0.6393 -1.4220
C -1.8541 -3.7500 -5.4868
C 2.9032 0.5602 3.8537
C -8.8409 -2.8523 -3.1212
C 6.6692 5.9276 4.7925
C -9.4210 -0.5649 -2.3351
H 7.3136 0.5629 3.4857
H 0.5605 -1.6344 -3.0466
H 5.7552 1.3407 3.1256
H -10.9572 -3.3714 -2.3742
H -4.3822 -1.2784 0.0685
H 1.8754 0.3412 4.1522
H -2.7208 0.3151 -4.0384
H 11.7177 5.3200 3.4669
H -10.2442 -0.5622 -0.1257
H -10.0282 -0.4251 -3.3267
H -4.1913 1.6596 -0.5568
H 11.3592 5.6004 5.1862
H 11.9179 3.9974 4.6307
H 4.9743 -1.0215 -1.4610
H -9.6316 -4.5635 -1.6997
H 6.3598 6.9406 4.5251
H -3.8041 0.8363 -2.2132
H -2.7597 -1.8261 -4.6300
H -11.4724 -1.2405 -1.4191
H -1.9828 2.0131 -4.4126
H -7.9333 -3.6095 -3.1758
H 4.6573 -2.4678 -0.4908
H -6.2828 -0.6621 -1.0535
H -2.0255 -2.1145 -0.1881
H 1.0492 -4.5112 0.7646
H 5.9504 0.3508 4.5994
H 6.4607 5.7632 5.8543
H 3.4087 1.0765 4.6745
H -1.0488 0.4087 -4.9039
H 10.1502 4.7337 7.6433
H -9.0202 0.4730 -1.9716
H 11.4955 3.6427 7.2170
H 3.4745 -1.1189 -0.5100
H -0.8411 -1.7988 -4.7869
H -3.0452 -0.0905 0.7287
H -3.0018 -3.2212 -1.5239
H 6.1022 5.2233 4.1813
H -1.2358 -3.9981 -2.6814
H -0.1366 -0.5211 -0.5506
H 10.1388 3.0425 8.1984
H -2.9295 -4.2531 -5.5176
H -6.5368 1.2898 -0.9031
H -9.4755 -2.8180 -4.1058
H 2.8902 1.2056 2.9726
H -1.0087 -4.5558 -5.3218
H -3.6656 -2.1782 -2.6686
```

Properties
- Calculated total energy: -103873.0676 eV
- Total charge: +1
- Kohn-Sham gap: 6.64 eV

Here are the Löwdin charges for atoms 1 to 4, given in e:
1. S 0.7739
2. S 0.5859
3. S 0.7721
4. P 0.7427

***

(2)
C12H15ClI2N4OS | the ωB97M-V functional and the def2-TZVPD basis

```
36
Properties=species:S:1:pos:R:3
I -2.1449 5.4679 -0.4236
I -5.1682 0.2904 0.8257
Cl 0.4385 3.6002 1.4999
S -0.7124 -1.1546 -1.0114
O 2.6036 -2.9032 -0.8762
N -4.5421 3.3524 0.6214
N 2.0376 -4.6439 0.4764
N -0.2243 0.3824 -1.1922
N -2.2005 -0.8163 -0.3928
C 1.4344 -5.3883 -0.6159
C -1.1233 2.6645 -0.8085
C 2.2589 2.3862 -0.0754
C -1.1516 1.2265 -0.8097
C -3.4194 1.2844 0.1324
C 0.1788 3.3180 -1.3110
C 2.5776 -3.4354 0.2165
C -2.3247 0.4762 -0.3161
C -3.4093 2.6405 0.1295
C -2.2134 3.3477 -0.3778
C 2.0399 -5.2216 1.8058
C 1.2140 3.5261 -0.1569
H 2.1823 -5.5709 -1.3888
H 1.0116 -5.3981 2.1283
H 0.5728 2.5990 -2.0497
H -4.4551 4.3383 0.3760
H 1.6869 4.5082 -0.2833
H -0.0769 4.2355 -1.8547
H 1.0449 -6.3368 -0.2531
H 2.5235 -4.5514 2.5140
H 1.8087 1.3946 -0.2055
H 3.1064 2.5474 -0.7579
H 3.0085 -2.9530 1.1104
H 2.5790 -6.1713 1.7897
H 2.6659 2.4188 0.9478
H 0.6240 -4.8026 -1.0524
H -4.4316 3.3422 1.6391
```

Properties
- Calculated total energy: -60253.9585 eV
- Kohn-Sham gap: 7.82 eV

Here are the natural (NBO) charges for atoms 1 to 4, given in e:
1. I 0.1651
2. I 0.1567
3. Cl -0.0985
4. S 0.9190

***

(3)
C2H6BrLi2O | the ωB97M-V functional and the def2-TZVPD basis

```
12
Properties=species:S:1:pos:R:3
Br 3.7310 1.0025 0.0595
O -0.6256 -0.6966 -1.4140
C -1.5869 -0.9845 -0.4054
C -1.5972 0.0624 0.6987
Li 2.5226 3.8075 1.7303
Li 6.2152 -0.2221 -2.1127
H -2.5189 -0.2334 1.1997
H 0.1675 -0.4865 -0.9156
H -1.3843 -1.8636 0.2064
H -0.7117 -0.0932 1.3150
H -2.5623 -1.3787 -0.6905
H -1.6495 1.0862 0.3284
```

Properties
- Calculated total energy: -74664.8770 eV
- Total charge: +1
- Energy relative to the best compared isomer or geometry (same formula, charge and spin): 354.0 kJ/mol
- Kohn-Sham gap: 7.01 eV

Here are the natural (NBO) charges for atoms 1 to 4, given in e:
1. Br -0.9651
2. O -0.7060
3. C -0.0749
4. C -0.6382

***

Please write out number 2 again, unchanged.
C12H15ClI2N4OS | the ωB97M-V functional and the def2-TZVPD basis

```
36
Properties=species:S:1:pos:R:3
I -2.1449 5.4679 -0.4236
I -5.1682 0.2904 0.8257
Cl 0.4385 3.6002 1.4999
S -0.7124 -1.1546 -1.0114
O 2.6036 -2.9032 -0.8762
N -4.5421 3.3524 0.6214
N 2.0376 -4.6439 0.4764
N -0.2243 0.3824 -1.1922
N -2.2005 -0.8163 -0.3928
C 1.4344 -5.3883 -0.6159
C -1.1233 2.6645 -0.8085
C 2.2589 2.3862 -0.0754
C -1.1516 1.2265 -0.8097
C -3.4194 1.2844 0.1324
C 0.1788 3.3180 -1.3110
C 2.5776 -3.4354 0.2165
C -2.3247 0.4762 -0.3161
C -3.4093 2.6405 0.1295
C -2.2134 3.3477 -0.3778
C 2.0399 -5.2216 1.8058
C 1.2140 3.5261 -0.1569
H 2.1823 -5.5709 -1.3888
H 1.0116 -5.3981 2.1283
H 0.5728 2.5990 -2.0497
H -4.4551 4.3383 0.3760
H 1.6869 4.5082 -0.2833
H -0.0769 4.2355 -1.8547
H 1.0449 -6.3368 -0.2531
H 2.5235 -4.5514 2.5140
H 1.8087 1.3946 -0.2055
H 3.1064 2.5474 -0.7579
H 3.0085 -2.9530 1.1104
H 2.5790 -6.1713 1.7897
H 2.6659 2.4188 0.9478
H 0.6240 -4.8026 -1.0524
H -4.4316 3.3422 1.6391
```

Properties
- Calculated total energy: -60253.9585 eV
- Kohn-Sham gap: 7.82 eV

Here are the natural (NBO) charges for atoms 1 to 4, given in e:
1. I 0.1651
2. I 0.1567
3. Cl -0.0985
4. S 0.9190